1.
Below is C27H33B2F4N2O3S3Tc as an isolated structure, with properties calculated with ωB97M-V with the def2-TZVPD basis set.

Geometry as XYZ:
```
75
Properties=species:S:1:pos:R:3:mulliken_charge:R:1
Tc 0.242 -0.324 0.050 1.004
O 1.668 -0.851 1.144 -0.586
C 1.236 -1.803 2.156 3.264
C -0.117 -1.251 2.586 -1.446
C -0.580 0.017 2.281 -0.157
C -1.878 0.290 2.807 -0.821
C -2.352 -0.766 3.511 -0.464
S -1.248 -2.079 3.539 0.013
C 1.195 -3.154 1.467 -0.049
C 2.275 -3.674 0.803 -0.511
C 1.989 -4.906 0.164 -0.867
C 0.695 -5.294 0.359 -0.590
S -0.170 -4.178 1.308 -0.037
C 2.220 -1.789 3.289 -0.506
C 2.831 -2.847 3.894 -0.389
C 3.652 -2.447 4.984 -0.680
C 3.637 -1.101 5.173 -0.510
S 2.632 -0.305 4.046 -0.056
H 0.063 0.829 1.895 0.428
H -2.402 1.223 2.680 0.484
H -3.294 -0.849 4.027 0.538
H 3.243 -3.191 0.801 0.707
H 2.708 -5.485 -0.396 0.491
H 0.207 -6.189 0.009 0.515
H 2.696 -3.872 3.581 0.554
H 4.227 -3.130 5.590 0.432
H 4.174 -0.530 5.912 0.462
F -1.731 -1.737 -0.106 -0.098
B -2.317 -1.005 -1.172 0.272
F -3.570 -0.601 -0.994 -0.238
F -2.006 -1.583 -2.365 -0.363
F -1.392 0.275 -1.080 -0.692
C 1.285 -1.103 -5.171 -1.765
C 1.545 -1.804 -3.844 1.566
C 3.035 -1.781 -3.512 -1.705
C 1.021 -3.240 -3.886 -1.559
N 0.824 -0.969 -2.847 -0.317
N 0.955 -1.485 -1.514 0.188
H 1.748 -1.662 -5.984 0.428
H 1.693 -0.093 -5.159 0.366
H 0.215 -1.041 -5.376 0.414
H 3.606 -2.121 -4.374 0.483
H 3.293 -2.456 -2.690 0.373
H 3.361 -0.770 -3.263 0.317
H 1.613 -3.838 -4.579 0.460
H -0.019 -3.270 -4.217 0.359
H 1.086 -3.736 -2.913 0.290
H -0.176 -0.970 -3.036 0.401
H 1.945 -1.642 -1.317 0.259
H 0.494 -2.400 -1.391 0.324
C 2.794 7.611 0.135 -1.578
C 4.024 6.701 0.020 2.153
C 4.690 6.565 1.395 -1.588
C 5.019 7.352 -0.939 -2.149
C 3.583 5.315 -0.458 0.407
C 4.080 4.732 -1.625 -0.332
C 3.692 3.467 -2.072 -1.909
C 2.777 2.811 -1.292 0.754
O 2.206 1.540 -1.484 -0.235
B 1.381 1.416 -0.407 0.765
O 1.371 2.478 0.455 -0.450
C 2.277 3.371 -0.139 -0.078
C 2.649 4.608 0.313 -0.818
H 3.102 8.616 0.429 0.450
H 2.089 7.249 0.884 0.320
H 2.267 7.684 -0.818 0.367
H 5.053 7.538 1.731 0.447
H 5.539 5.881 1.355 0.371
H 3.992 6.194 2.148 0.322
H 5.296 8.333 -0.553 0.429
H 4.594 7.497 -1.934 0.443
H 5.936 6.768 -1.036 0.439
H 4.797 5.276 -2.222 0.499
H 4.086 3.038 -2.981 0.495
H 2.232 5.012 1.224 0.490
```

Summary:
Expectation value of S² ... 3.775
2S+1 ... 4
HOMO energy (spin up / spin down) ... -0.415 / -0.415 hartree
Orbital gap (spin up / spin down) ... 7.35 / 6.44 eV
Charge ... +1
LUMO energy (spin up / spin down) ... -3.933 / -4.859 eV


2.
Below is one molecule with the formula C3H7N in a non-equilibrium geometry, with properties calculated with ωB97M-V with the def2-TZVPD basis set.

Geometry as XYZ:
```
11
Properties=species:S:1:pos:R:3:mulliken_charge:R:1
C -1.304 0.020 -0.055 -1.110
C 0.060 -0.048 0.608 0.242
C 1.204 -0.574 -0.125 -0.409
N 1.089 0.897 0.077 -0.591
H -1.158 0.183 -1.149 0.265
H -1.976 -0.871 0.116 0.273
H -1.911 0.863 0.256 0.309
H 0.197 -0.029 1.709 0.309
H 0.964 -0.913 -1.080 0.257
H 2.128 -0.952 0.369 0.220
H 0.706 1.424 -0.727 0.235
```

Summary:
2S+1 ... 1
HOMO energy ... -0.348 hartree
Orbital gap ... 10.69 eV
Charge ... 0
LUMO energy ... 1.215 eV


3.
Below is one molecule with the formula CH2F3N in a non-equilibrium geometry, with properties calculated with ωB97M-V with the def2-TZVPD basis set.

Geometry as XYZ:
```
7
Properties=species:S:1:pos:R:3:mulliken_charge:R:1
F 0.433 1.423 0.129 -0.242
C 0.585 0.078 -0.012 -0.006
N -0.677 -0.667 0.062 0.128
F -1.440 -0.207 -1.030 -0.190
F -1.422 -0.264 1.059 -0.121
H 1.178 -0.047 -0.977 0.212
H 1.343 -0.316 0.768 0.220
```

Summary:
2S+1 ... 1
HOMO energy ... -0.410 hartree
Orbital gap ... 12.08 eV
Charge ... 0
LUMO energy ... 0.914 eV


4.
Below is one molecule with the formula C4H7Cl2NOSi in a non-equilibrium geometry, with properties calculated with ωB97M-V with the def2-TZVPD basis set.

Geometry as XYZ:
```
16
Properties=species:S:1:pos:R:3:mulliken_charge:R:1
C 0.651 -0.794 0.153 -1.163
C -0.274 0.404 -0.137 0.197
C -1.192 0.260 -1.393 -0.497
O -2.534 0.227 -0.892 -0.225
N -2.550 0.347 0.425 -0.243
C -1.395 0.562 0.920 -0.019
Si -1.121 0.714 2.781 0.477
Cl -2.889 1.429 3.676 -0.257
Cl -0.790 -1.081 3.597 -0.201
H -0.076 -1.604 0.561 0.326
H 1.431 -0.657 0.950 0.288
H 1.092 -0.997 -0.887 0.321
H 0.195 1.317 -0.169 0.531
H -1.015 1.112 -1.987 0.299
H -0.799 -0.775 -1.872 0.232
H -0.096 1.837 2.846 -0.066
```

Summary:
2S+1 ... 1
HOMO energy ... -0.356 hartree
Orbital gap ... 10.24 eV
Charge ... 0
LUMO energy ... 0.569 eV


5.
Below is a 2-piece molecular cluster, H3N2O2 overall in a non-equilibrium geometry, with properties calculated with ωB97M-V with the def2-TZVPD basis set.

Geometry as XYZ:
```
7
Properties=species:S:1:pos:R:3:mulliken_charge:R:1
N -0.601 -0.113 1.454 -0.622
N 0.752 -0.035 -1.134 0.248
O -0.087 -0.366 -2.057 -0.657
O 0.498 0.620 -0.068 -0.480
H -0.699 0.854 1.755 0.147
H -1.490 -0.331 1.025 0.159
H 1.626 -0.630 -0.974 0.205
```

Summary:
2S+1 ... 1
HOMO energy (spin up / spin down) ... -0.092 / -0.059 hartree
Orbital gap (spin up / spin down) ... 7.84 / 6.91 eV
Charge ... -1
LUMO energy (spin up / spin down) ... 5.345 / 5.318 eV


6.
Below is a 3-piece molecular cluster, C6H12O2 overall in a non-equilibrium geometry, with properties calculated with ωB97M-V with the def2-TZVPD basis set.

Geometry as XYZ:
```
20
Properties=species:S:1:pos:R:3:mulliken_charge:R:1
C 1.316 1.509 0.924 -0.579
C 0.467 0.445 1.120 -0.552
C -0.322 -0.269 0.126 0.962
C 0.264 -0.614 -1.088 -0.773
C -1.688 -0.713 0.732 -0.323
C -2.661 -1.499 0.265 -0.789
H 1.693 2.106 1.780 0.277
H 1.565 1.774 -0.121 0.197
H 0.184 0.340 2.169 0.328
H -0.068 -1.434 -1.829 0.188
H 1.285 -0.192 -1.370 0.309
H -1.894 -0.202 1.617 0.254
H -3.562 -1.542 0.809 0.288
H -2.543 -2.059 -0.716 0.205
O -1.103 2.295 -1.771 -0.669
H -0.791 1.753 -1.062 0.302
H -0.748 1.690 -2.482 0.340
O 3.048 -1.293 0.293 -0.638
H 2.944 -2.261 0.068 0.327
H 2.103 -1.140 0.481 0.350
```

Summary:
2S+1 ... 1
HOMO energy ... -0.332 hartree
Orbital gap ... 8.81 eV
Charge ... 0
LUMO energy ... -0.242 eV


7.
Below is a 12-piece molecular cluster, C29H55Cl22N4O2P overall in a non-equilibrium geometry, with properties calculated with ωB97M-V with the def2-TZVPD basis set.

Geometry as XYZ:
```
113
Properties=species:S:1:pos:R:3:mulliken_charge:R:1
C -0.748 4.109 -3.248 -1.276
C 0.319 3.360 -4.068 0.550
O 1.131 4.009 -4.628 -0.518
N 0.359 1.933 -4.163 0.085
C -0.974 1.320 -4.253 -0.834
C 1.177 1.321 -3.131 -0.286
C 0.509 1.316 -1.764 0.114
N -0.111 1.550 -0.860 -0.547
C 2.648 1.799 -3.110 -0.108
C 3.452 0.668 -2.565 -0.138
N 4.034 -0.205 -2.166 -0.442
P 3.097 3.322 -2.076 0.420
N 3.718 4.452 -3.253 -0.571
O 1.762 4.105 -1.484 -0.458
H -0.273 5.031 -2.922 0.332
H -1.610 4.309 -3.890 0.361
H -0.997 3.525 -2.359 0.389
H -1.707 1.697 -3.532 0.538
H -0.884 0.233 -4.114 -0.112
H -1.316 1.458 -5.283 0.435
H 1.209 0.261 -3.408 0.736
H 2.964 1.910 -4.155 0.524
H 3.042 5.217 -3.305 0.270
H 3.645 4.034 -4.179 0.309
H 1.721 3.915 -0.539 0.329
Cl 6.507 7.928 -2.354 -0.189
C 7.433 6.805 -3.383 -0.452
C 7.352 5.383 -2.891 -0.150
Cl 8.211 5.158 -1.344 -0.101
H 8.462 7.156 -3.424 0.347
H 7.009 6.870 -4.385 0.301
H 7.821 4.714 -3.612 0.318
H 6.319 5.065 -2.752 -0.059
Cl -5.214 -0.131 -2.836 -0.193
C -5.046 -1.033 -4.363 -0.448
C -3.953 -2.069 -4.297 -0.171
Cl -2.333 -1.323 -4.197 -0.229
H -4.868 -0.315 -5.161 0.337
H -6.001 -1.523 -4.550 0.318
H -3.966 -2.677 -5.196 0.192
H -4.074 -2.726 -3.439 0.194
Cl -4.175 -5.355 -1.655 -0.187
C -5.307 -6.397 -2.549 0.079
C -4.860 -6.620 -3.970 -0.273
Cl -4.964 -5.126 -4.943 -0.234
H -6.294 -5.940 -2.508 0.322
H -5.350 -7.349 -2.023 -0.187
H -5.501 -7.356 -4.449 0.022
H -3.835 -6.979 -4.016 0.418
Cl 6.346 3.074 2.669 -0.220
C 6.211 4.801 2.241 0.011
C 4.775 5.239 2.102 -0.558
Cl 3.986 4.509 0.677 -0.191
H 6.772 4.969 1.322 0.015
H 6.690 5.361 3.038 0.146
H 4.731 6.319 1.969 0.304
H 4.191 4.978 2.982 0.367
Cl 10.110 5.346 3.674 -0.168
C 10.300 6.559 2.385 -0.298
C 9.573 7.844 2.698 -0.480
Cl 7.802 7.643 2.665 -0.157
H 9.950 6.118 1.453 0.086
H 11.367 6.756 2.291 0.378
H 9.818 8.598 1.952 0.324
H 9.848 8.229 3.677 0.333
Cl -4.832 -9.892 -1.200 -0.169
C -5.992 -10.971 -2.019 -0.511
C -5.594 -11.269 -3.442 -0.424
Cl -5.724 -9.839 -4.493 -0.168
H -6.975 -10.508 -1.967 0.303
H -6.020 -11.897 -1.445 0.366
H -6.258 -12.027 -3.857 0.316
H -4.573 -11.637 -3.501 0.308
Cl 10.986 -0.394 0.770 -0.212
C 9.783 0.345 1.863 -0.289
C 9.497 1.782 1.516 0.201
Cl 10.890 2.845 1.840 -0.217
H 10.150 0.250 2.881 0.104
H 8.870 -0.242 1.772 0.372
H 8.674 2.150 2.121 -0.322
H 9.227 1.894 0.468 0.356
Cl -8.604 -6.318 1.732 -0.210
C -7.061 -5.893 2.522 -0.108
C -5.966 -5.623 1.522 -0.629
Cl -5.469 -7.096 0.654 -0.116
H -6.795 -6.703 3.197 0.307
H -7.246 -5.000 3.116 0.099
H -5.083 -5.246 2.036 0.330
H -6.273 -4.886 0.783 0.335
Cl -11.843 -1.765 5.260 -0.195
C -11.701 -2.760 3.787 -0.540
C -10.596 -3.780 3.893 -0.283
Cl -8.983 -3.022 3.907 -0.214
H -11.549 -2.092 2.943 0.341
H -12.657 -3.265 3.654 0.351
H -10.625 -4.446 3.032 0.233
H -10.693 -4.382 4.794 0.312
Cl 8.533 0.188 5.159 -0.140
C 9.558 -1.095 5.850 -0.475
C 8.773 -2.345 6.163 -0.453
Cl 7.635 -2.104 7.512 -0.183
H 10.044 -0.696 6.737 0.348
H 10.326 -1.320 5.111 0.288
H 9.454 -3.141 6.462 0.304
H 8.205 -2.685 5.301 0.325
Cl -12.531 4.000 5.767 -0.191
C -12.349 2.255 5.459 -0.421
C -11.444 1.973 4.287 -0.092
Cl -12.168 2.480 2.738 -0.193
H -13.340 1.834 5.306 0.316
H -11.926 1.815 6.361 0.274
H -11.260 0.902 4.214 -0.033
H -10.486 2.478 4.391 0.331
```

Summary:
2S+1 ... 1
HOMO energy ... -0.311 hartree
Orbital gap ... 8.86 eV
Charge ... 0
LUMO energy ... 0.383 eV


8.
Below is C5H11AlCaNS as an isolated structure, with properties calculated with ωB97M-V with the def2-TZVPD basis set.

Geometry as XYZ:
```
20
Properties=species:S:1:pos:R:3:mulliken_charge:R:1
C 2.216 0.646 -0.249 -1.363
C 1.202 -0.445 -0.620 -0.107
C -0.126 -0.420 0.176 1.221
C -0.367 -1.690 1.006 -1.732
Al -1.726 -0.278 -1.111 0.460
N -1.957 1.702 -1.160 -0.271
C -2.084 2.160 -0.093 0.514
S -2.054 2.855 1.410 -0.469
H 1.725 1.636 -0.349 0.321
H 3.059 0.682 -0.934 0.363
H 2.599 0.504 0.780 0.244
H 0.984 -0.297 -1.679 0.359
H 1.687 -1.416 -0.514 0.403
H -0.160 0.445 0.871 -1.269
H -1.285 -1.591 1.586 0.435
H 0.456 -1.939 1.684 0.394
H -0.520 -2.530 0.327 0.402
H -2.982 -0.985 -0.447 -0.249
H -1.306 -0.905 -2.501 -0.258
Ca 0.638 1.866 1.818 1.600
```

Summary:
2S+1 ... 1
HOMO energy ... -0.450 hartree
Orbital gap ... 6.42 eV
Charge ... +1
LUMO energy ... -5.840 eV


Look up the 2S+1 of the fifth one. 1